Formula: C42H73N7O7S
Source: the Open Molecules 2025 dataset
Level of theory: ωB97M-V/def2-TZVPD

HOMO energy (eV): -9.107
Net charge: 0
Frontier orbital gap (eV): 9.24
Structure (SMILES): C=CC(=O)OCCCCCCCO[C@H](CCCCCCCCOC(C)=O)[C@H](CCCS)OCCCO.CC#N.CC#N.CC#N.CC#N.CC#N.CC#N.CC#N
E_LUMO (eV): 0.1

Bonds (Å) are listed after each position.
Cartesian coordinates (Å):
1 S 1.50618 4.29222 1.09998  C56 1.857, H97 1.389
2 O 5.22858 1.06690 -1.80529  C21 1.431, C32 1.432
3 O -2.78529 -2.27141 -2.57337  C28 1.412, C29 1.453
4 O 3.01208 -1.36417 -1.21368  C25 1.438, C54 1.443
5 O -0.38313 3.06711 3.83686  C22 1.459, C36 1.434
6 O -3.11916 -0.42754 -1.11593  C28 1.249
7 O -2.62967 3.59526 4.35576  C36 1.262
8 O 4.78061 2.64525 -4.28000  C43 1.446, H104 0.981
9 N -10.05339 -2.68820 -9.51489  C42 1.177
10 N -6.01862 4.36928 -0.35309  C16 1.177
11 N 1.69592 2.41584 7.80924  C37 1.177
12 N -3.32783 3.75976 -5.35164  C31 1.178
13 N 2.94160 -6.52826 1.48513  C23 1.178
14 N 6.11632 -0.41049 3.35850  C40 1.178
15 N -7.50999 0.23452 -4.88134  C38 1.177
16 C -6.30914 4.23033 0.77879  N10 1.177, C49 1.498
17 C 2.87885 1.73404 -1.00679  C26 1.629, C32 1.626, H81 1.135, H126 1.154
18 C -8.71529 -0.82862 -8.13326  C42 1.498, H76 1.091, H83 1.091, H108 1.091
19 C 6.50195 1.18419 5.47157  C40 1.498, H62 1.091, H63 1.091, H101 1.091
20 C -0.63949 -4.68034 -0.18996  C30 1.607, C50 1.628, H68 1.140, H122 1.144
21 C 5.17534 0.16724 -2.91717  O2 1.431, C45 1.604, H119 1.156, H129 1.156
22 C -0.45354 1.64909 4.17159  O5 1.459, C55 1.624, H78 1.145, H88 1.139
23 C 2.95526 -6.79821 0.33905  N13 1.178, C41 1.498
24 C 4.00599 -2.30301 1.78582  C51 1.642, C57 1.635, H105 1.153, H112 1.138
25 C 1.65008 -1.32941 -0.75273  O4 1.438, C39 1.630, H93 1.147, H98 1.158
26 C 3.34110 3.29414 -0.93344  C17 1.629, C56 1.613, H60 1.150, H67 1.143
27 C 0.65657 4.64028 6.74752  C37 1.498, H59 1.091, H84 1.091, H115 1.091
28 C -2.85671 -0.90063 -2.24152  O3 1.412, O6 1.249, C44 1.608
29 C -3.75081 -3.06824 -1.83550  O3 1.453, C47 1.596, H71 1.145, H128 1.147
30 C 0.06560 -3.42932 -0.91161  C20 1.607, C39 1.621, H94 1.145, H117 1.145
31 C -4.38696 3.43473 -4.95191  N12 1.178, C53 1.498
32 C 4.23809 0.86736 -0.79096  O2 1.432, C17 1.626, C54 1.615, H124 1.158
33 C 2.17227 -1.26004 5.18275  C34 1.630, C48 1.603, H95 1.154, H99 1.156
34 C 1.08625 -0.40793 4.31538  C33 1.630, C55 1.614, H64 1.139, H109 1.156
35 C -2.09272 3.97859 2.01488  C36 1.605, H86 1.143, H106 1.138, H107 1.151
36 C -1.70015 3.52832 3.50441  O5 1.434, O7 1.262, C35 1.605
37 C 1.23853 3.39500 7.34215  N11 1.177, C27 1.498
38 C -7.06537 -0.30603 -3.93513  N15 1.177, C46 1.497
39 C 1.16907 -2.68555 0.01333  C25 1.630, C30 1.621, H66 1.149, H100 1.137
40 C 6.28599 0.29205 4.28835  N14 1.178, C19 1.498
41 C 2.97636 -7.14421 -1.11825  C23 1.498, H70 1.091, H87 1.091, H102 1.091
42 C -9.46452 -1.87000 -8.90703  N9 1.177, C18 1.498
43 C 3.71778 1.71385 -4.58662  O8 1.446, C45 1.616, H92 1.154, H127 1.150
44 C -2.52383 0.16354 -3.40062  C28 1.608, C52 1.413, H125 1.148
45 C 3.88175 0.27981 -3.85888  C21 1.604, C43 1.616, H58 1.137, H90 1.157
46 C -6.49867 -0.99385 -2.73210  C38 1.497, H72 1.091, H111 1.091, H121 1.090
47 C -3.14659 -3.91245 -0.62306  C29 1.596, C50 1.606, H65 1.152, H118 1.155
48 C 3.43189 -1.74280 4.31666  C33 1.603, C57 1.637, H89 1.155, H91 1.157
49 C -6.67087 4.05202 2.22174  C16 1.498, H110 1.091, H114 1.091, H123 1.091
50 C -2.00217 -4.96107 -1.03517  C20 1.628, C47 1.606, H79 1.147, H116 1.156
51 C 3.71138 -0.79391 1.21080  C24 1.642, C54 1.608, H61 1.155, H82 1.138
52 C -1.63493 1.24824 -3.22747  C44 1.413, H77 1.141, H130 1.150
53 C -5.73402 3.02139 -4.44327  C31 1.498, H69 1.091, H75 1.091, H120 1.091
54 C 3.95599 -0.66727 -0.37371  O4 1.443, C32 1.615, C51 1.608, H74 1.158
55 C 0.90684 1.09887 4.86614  C22 1.624, C34 1.614, H80 1.147, H113 1.149
56 C 3.22362 3.80110 0.59379  S1 1.857, C26 1.613, H85 1.150, H103 1.153
57 C 3.02313 -2.67819 3.03756  C24 1.635, C48 1.637, H73 1.152, H96 1.139
58 H 2.90360 -0.02851 -3.36908  C45 1.137
59 H -0.43299 4.59600 6.78767  C27 1.091
60 H 4.44696 3.42492 -1.21937  C26 1.150
61 H 4.53393 -0.14471 1.69596  C51 1.155
62 H 5.97880 0.78112 6.34016  C19 1.091
63 H 6.11965 2.18327 5.25708  C19 1.091
64 H 1.33429 -0.41502 3.20405  C34 1.139
65 H -2.70305 -3.23746 0.19851  C47 1.152
66 H 0.62405 -2.40873 0.98599  C39 1.149
67 H 2.73873 3.92624 -1.67059  C26 1.143
68 H -0.85226 -4.51331 0.91710  C20 1.140
69 H -6.35761 3.90241 -4.28426  C53 1.091
70 H 2.06845 -7.68815 -1.38339  C41 1.091
71 H -4.60818 -2.42861 -1.42729  C29 1.145
72 H -6.92781 -1.99277 -2.63889  C46 1.091
73 H 3.23653 -3.75656 3.38150  C57 1.152
74 H 4.96997 -1.19930 -0.54812  C54 1.158
75 H -6.21986 2.36768 -5.16859  C53 1.091
76 H -9.34745 0.04707 -7.98079  C18 1.091
77 H -0.89200 1.34958 -2.36713  C52 1.141
78 H -0.57738 1.05029 3.20386  C22 1.145
79 H -2.33066 -6.05828 -0.97065  C50 1.147
80 H 1.78908 1.78280 4.60251  C55 1.147
81 H 2.32404 1.47663 -1.96262  C17 1.135
82 H 2.72562 -0.36033 1.57866  C51 1.138
83 H -8.42045 -1.22797 -7.16193  C18 1.091
84 H 0.97100 4.73595 5.70702  C27 1.091
85 H 3.97210 4.66371 0.72596  C56 1.150
86 H -2.10240 3.09137 1.29361  C35 1.143
87 H 3.84327 -7.76864 -1.33856  C41 1.091
88 H -1.34688 1.44827 4.84985  C22 1.139
89 H 4.15000 -2.32322 5.01093  C48 1.155
90 H 4.05583 -0.48026 -4.71327  C45 1.157
91 H 4.02747 -0.80774 3.98504  C48 1.157
92 H 3.75858 1.54879 -5.72840  C43 1.154
93 H 1.36199 -0.38725 -0.16550  C25 1.147
94 H -0.75476 -2.65290 -1.10087  C30 1.145
95 H 1.64504 -2.12858 5.72947  C33 1.154
96 H 1.92365 -2.58930 2.75204  C57 1.139
97 H 0.80490 3.10768 1.28330  S1 1.389
98 H 0.98970 -1.29596 -1.70317  C25 1.158
99 H 2.49456 -0.54097 6.02913  C33 1.156
100 H 2.01624 -3.43007 0.15819  C39 1.137
101 H 7.56753 1.25066 5.69595  C19 1.091
102 H 3.03279 -6.23228 -1.71491  C41 1.091
103 H 3.56570 2.99426 1.34338  C56 1.153
104 H 4.41699 3.27853 -3.62536  O8 0.981
105 H 5.06467 -2.31272 2.24303  C24 1.153
106 H -1.42627 4.80342 1.60076  C35 1.138
107 H -3.16894 4.38733 2.02362  C35 1.151
108 H -7.82066 -0.53068 -8.68200  C18 1.091
109 H 0.07305 -0.92532 4.51788  C34 1.156
110 H -6.35762 4.92687 2.79338  C49 1.091
111 H -6.73091 -0.42127 -1.83282  C46 1.091
112 H 4.01216 -3.09600 0.96923  C24 1.138
113 H 0.81820 1.08462 6.01171  C55 1.149
114 H -6.17305 3.16773 2.62233  C49 1.091
115 H 0.99927 5.51278 7.30605  C27 1.091
116 H -1.75212 -4.78360 -2.15001  C50 1.156
117 H 0.53606 -3.68487 -1.92363  C30 1.145
118 H -4.02572 -4.50976 -0.16991  C47 1.155
119 H 6.05923 0.46341 -3.60123  C21 1.156
120 H -5.62597 2.48684 -3.49840  C53 1.091
121 H -5.41642 -1.07859 -2.82983  C46 1.090
122 H 0.03126 -5.58955 -0.37112  C20 1.144
123 H -7.75042 3.92930 2.32073  C49 1.091
124 H 4.68914 1.33291 0.16875  C32 1.158
125 H -3.03757 0.08615 -4.42441  C44 1.148
126 H 2.19055 1.59544 -0.09063  C17 1.154
127 H 2.66248 2.12104 -4.38158  C43 1.150
128 H -4.20792 -3.80634 -2.58562  C29 1.147
129 H 5.39577 -0.93889 -2.66341  C21 1.156
130 H -1.61364 2.10023 -3.99947  C52 1.150